# 1
Density functional theory data (ωB97M-V/def2-TZVPD) for C28H53BrN4Si2W as an isolated structure.

Geometry as XYZ:
```
89
Properties=species:S:1:pos:R:3:forces:R:3
W -0.422 0.093 0.372 0.5327 0.0117 -0.5708
C -1.874 0.353 2.410 0.0584 -0.1701 -0.0819
C -0.604 -0.157 2.778 -0.0220 0.0091 0.0089
C 0.394 0.817 2.449 -0.2170 0.2068 0.3792
C -0.263 1.900 1.812 -0.1065 0.1658 0.2799
C -1.666 1.600 1.782 0.1096 0.2344 0.0436
C -2.717 2.626 1.541 -0.0124 -0.0992 -0.1324
C 0.282 3.287 1.670 0.0187 -0.0360 -0.0641
C 1.708 0.900 3.171 0.0964 -0.1227 -0.2179
C -0.397 -1.291 3.734 0.0391 -0.0613 -0.0965
C -3.181 -0.172 2.914 -0.0812 -0.0734 -0.1897
H -3.663 2.194 1.218 0.0490 0.0010 0.0425
H -2.398 3.361 0.808 -0.0499 -0.0906 0.0662
H -2.893 3.147 2.486 -0.0225 0.0109 -0.0098
H -0.021 3.859 2.551 0.0346 -0.0071 -0.0019
H -0.105 3.805 0.796 -0.0171 -0.0078 0.1016
H 1.371 3.307 1.627 -0.0386 0.0082 0.0048
H 1.491 1.262 4.179 0.0277 0.0077 0.0218
H 2.407 1.603 2.723 -0.0123 -0.0105 0.0265
H 2.207 -0.062 3.286 -0.0414 0.0394 0.0319
H -0.484 -0.891 4.749 0.0422 -0.0191 -0.0177
H 0.592 -1.751 3.667 -0.0533 -0.0063 0.0227
H -1.148 -2.072 3.634 0.0219 0.0450 0.0386
H -3.464 -1.132 2.484 -0.0074 0.0543 0.0320
H -3.987 0.532 2.718 0.0151 -0.0218 0.0028
H -3.103 -0.307 3.994 -0.0299 0.0196 0.0193
C 1.935 -3.215 -0.973 0.0087 0.3361 0.1997
C 1.586 -2.927 0.506 0.0483 -0.0499 -0.1506
N 1.433 -1.478 0.851 -0.2374 0.0850 -0.2683
C 2.745 -0.794 0.642 -0.0584 0.0067 -0.0535
C 2.596 0.566 -0.021 -0.0284 -0.1443 -0.0045
N 1.425 0.593 -0.920 -0.2746 -0.1302 0.1047
C 1.772 0.188 -2.315 0.0284 -0.1571 0.0197
C 2.306 -1.234 -2.462 -0.1288 0.1109 0.2809
N 1.399 -2.224 -1.894 -0.0521 -0.1444 -0.2152
H 1.520 -4.192 -1.217 0.0198 -0.0470 0.0356
H 3.019 -3.315 -1.083 0.0186 0.0218 -0.0257
H 2.395 -3.328 1.121 -0.0191 -0.0538 0.0786
H 0.679 -3.442 0.804 -0.0794 0.0756 -0.0691
H 1.251 -1.485 1.846 0.0910 -0.0491 0.1402
H 3.363 -1.441 0.033 0.0303 -0.0382 -0.0285
H 3.272 -0.676 1.586 0.0343 -0.0503 0.0563
H 3.509 0.818 -0.563 0.0347 0.0200 -0.0478
H 2.443 1.336 0.728 -0.0181 0.0934 0.0008
H 1.176 1.570 -1.010 0.0449 0.2808 -0.0936
H 2.539 0.880 -2.673 -0.0242 0.0591 -0.0577
H 0.890 0.338 -2.938 -0.0134 -0.0073 0.0480
H 3.284 -1.301 -1.987 0.0791 -0.0538 -0.0063
H 2.484 -1.415 -3.523 0.0044 0.0619 -0.0542
H 0.908 -2.690 -2.640 -0.0522 -0.0547 -0.0195
C -4.055 -0.098 -0.471 -0.0328 0.0644 0.1231
Si -3.263 1.277 -1.506 -0.0318 -0.2356 -0.0368
C -4.349 2.796 -1.311 0.0247 0.2039 -0.0659
C -3.468 0.787 -3.316 0.0119 0.0135 -0.1814
C -1.359 1.445 -1.143 0.0429 -0.1771 0.3575
Si -0.727 3.131 -1.838 0.0437 -0.0070 -0.0368
C -0.804 2.996 -3.707 -0.0956 0.0632 -0.1613
C 1.088 3.612 -1.506 0.2190 -0.1352 0.0028
C -1.686 4.658 -1.369 -0.0963 0.1670 0.1565
H -4.430 -0.896 -1.120 0.0557 0.0488 0.0524
H -4.912 0.274 0.102 0.0934 -0.0204 -0.0786
H -3.361 -0.544 0.241 -0.0663 -0.0501 0.0482
H -5.363 2.450 -1.081 0.0825 -0.0032 -0.0636
H -4.405 3.328 -2.266 -0.0195 -0.0051 0.1117
H -4.064 3.515 -0.547 -0.1047 -0.0555 -0.0686
H -4.353 1.294 -3.716 0.0814 -0.0733 0.0220
H -3.631 -0.285 -3.442 -0.0190 0.1168 0.0138
H -2.622 1.080 -3.946 -0.1564 -0.0554 0.0635
H -0.985 0.808 -1.957 0.0190 0.1834 -0.0550
H -0.523 2.007 -4.086 0.0275 0.0966 0.0194
H -0.120 3.725 -4.156 -0.0861 -0.0540 0.0453
H -1.807 3.220 -4.085 0.1239 -0.0513 0.0244
H 1.759 3.211 -2.274 -0.0144 0.0135 0.0712
H 1.524 3.419 -0.521 -0.0156 0.0068 -0.2051
H 1.119 4.702 -1.624 -0.0148 -0.1288 -0.0314
H -2.686 4.656 -1.799 0.0439 0.0562 0.0445
H -1.156 5.518 -1.793 -0.0283 -0.0908 0.0306
H -1.778 4.840 -0.293 0.0132 0.0898 -0.1783
Br -1.882 -2.912 1.204 -0.1328 -0.2083 -0.0507
C -1.932 -2.693 -0.661 0.1320 0.0847 0.0832
C -2.518 -3.697 -1.407 -0.0394 -0.0956 -0.0572
C -2.552 -3.550 -2.782 -0.0038 -0.0138 -0.0473
C -1.989 -2.409 -3.333 -0.0440 -0.1300 -0.0980
C -1.430 -1.470 -2.497 0.1873 0.0808 -0.0468
N -1.387 -1.580 -1.159 0.0266 0.0626 0.4452
H -2.936 -4.563 -0.913 0.0145 0.0405 -0.0212
H -3.007 -4.309 -3.407 0.0286 0.0462 0.0475
H -1.989 -2.237 -4.402 -0.0031 -0.0052 0.0692
H -0.984 -0.588 -2.933 -0.0571 -0.1019 0.0418
```
Positions in Å, forces in eV/Å.

## Properties
Multiplicity: 3
E_HOMO (alpha / beta): -13.96 / -14.63 eV
Total charge: +2
E_LUMO (alpha / beta): -5.48 / -6.38 eV
⟨S²⟩: 2.02
Kohn-Sham gap (alpha / beta): 8.5 / 8.2 eV

=====

# 2
Density functional theory data (ωB97M-V/def2-TZVPD) for a 14-piece molecular cluster, C21H64F6N15O23S2 overall.

Geometry as XYZ:
```
131
Properties=species:S:1:pos:R:3:forces:R:3
C 2.142 -1.472 -1.930 -0.6956 2.0845 0.7766
F 2.865 -2.534 -1.690 -0.5326 -0.7304 0.4340
F 3.006 -0.456 -2.022 -0.1810 0.1410 -0.3971
F 1.461 -1.605 -3.060 0.1790 -0.1520 0.1469
S 0.889 -0.947 -0.471 1.7627 -1.9793 1.9715
O -0.198 -1.928 -0.578 1.3800 1.6813 -0.3218
O 1.730 -1.032 0.754 -1.4526 1.0084 -2.9709
N 0.423 0.684 -0.817 2.9557 -3.1927 -0.1191
S -0.963 0.786 -0.164 -5.1520 -0.1524 -0.2986
O -2.040 0.274 -1.047 1.8747 1.4836 2.0072
O -0.934 0.302 1.213 -0.1695 0.8297 -0.3068
C -1.176 2.692 -0.087 -1.5702 -2.4848 -0.2087
F -2.435 2.810 0.466 1.8314 0.6192 -0.4182
F -0.225 3.259 0.612 -0.0468 0.3680 0.8269
F -1.150 3.185 -1.301 -0.3428 0.3751 -0.2714
C 1.605 -3.075 3.350 0.1167 -1.2844 -5.4062
O 1.409 -3.387 2.157 -0.5018 -0.6209 0.8289
N 1.371 -3.882 4.327 -1.2293 -2.7964 3.6492
N 2.225 -1.977 3.597 1.8238 4.0970 1.1533
H 1.164 -4.845 4.103 -0.1535 0.3874 0.1269
H 1.597 -3.634 5.280 -0.0232 -0.2972 -0.2386
H 2.419 -1.612 4.518 0.0489 -0.0871 -0.3160
H 2.514 -1.452 2.784 -0.1894 0.1874 0.2907
C -6.351 -1.495 -0.248 -2.1164 2.0172 -1.3761
O -7.381 -1.493 -0.925 0.4266 -0.7158 -0.1564
N -5.398 -0.611 -0.285 2.5688 3.9959 -2.8556
N -6.089 -2.161 0.819 -1.2557 -6.0084 4.1829
H -5.385 -0.048 -1.124 0.4565 0.1802 0.2492
H -4.540 -0.799 0.213 0.1714 0.4771 -0.3462
H -6.562 -3.052 0.843 -0.0766 0.0030 0.4991
H -5.182 -2.161 1.263 -0.0821 0.1988 -0.0385
C 0.384 1.956 4.193 3.8665 -0.0469 0.0877
O 0.898 2.625 5.101 -0.5138 0.0134 0.5385
N 1.166 1.238 3.357 0.5296 -0.2589 -0.3314
N -0.859 1.903 3.852 -2.9476 0.6024 0.2221
H 0.731 0.904 2.509 0.5988 -0.5273 -0.0775
H 2.144 1.101 3.571 -0.1595 0.0840 -0.4280
H -1.077 1.283 3.085 -0.8922 0.0446 0.1994
H -1.491 2.292 4.536 -0.3674 -0.2659 -0.5753
C -2.224 -4.835 0.967 -0.1716 2.1679 1.0703
O -2.688 -3.956 1.689 -1.2179 -0.2424 0.8036
N -2.606 -6.086 1.000 -1.2868 -2.8280 0.4491
N -1.293 -4.528 0.120 2.4011 0.1422 -2.1386
H -2.139 -6.792 0.450 -0.4489 0.1294 0.1931
H -3.446 -6.281 1.527 0.3553 -0.2580 -0.1480
H -0.892 -3.605 0.202 0.2749 -0.0430 -0.0782
H -0.756 -5.271 -0.303 0.0714 0.4661 -0.1690
C 0.881 5.696 3.177 -0.8904 2.0609 -0.7824
O 0.652 6.754 2.616 -0.5653 1.7332 -0.2869
N 1.508 4.742 2.567 2.3984 -3.1778 -2.4528
N 0.552 5.314 4.374 -1.3425 -0.1492 3.8783
H 1.647 3.884 3.082 0.1746 -0.1815 -0.7033
H 1.546 4.763 1.558 0.2201 -0.1498 0.3935
H 0.035 5.840 5.064 0.2532 0.2814 -0.6046
H 0.749 4.355 4.621 -0.1546 -0.1126 0.5493
C -1.019 7.164 -0.687 -4.7500 1.4895 -3.7475
O -1.939 6.862 -1.469 0.5642 0.1983 0.4542
N -0.086 6.412 -0.327 4.5304 -4.0747 1.9964
N -0.858 8.401 -0.244 -0.7640 4.9854 0.8299
H 0.442 6.806 0.437 0.6783 -1.0464 0.1942
H 0.018 5.479 -0.702 -0.1353 0.2564 0.4491
H -0.255 8.818 0.451 0.3600 -1.1809 0.0705
H -1.331 9.164 -0.708 -0.5188 -0.7097 -0.1036
C 2.844 -5.060 -4.880 -0.9673 0.8237 -2.5790
O 2.564 -4.588 -5.955 -0.2805 1.0524 -1.8405
N 3.716 -4.597 -4.059 3.3315 2.0258 2.7126
N 2.278 -6.127 -4.409 -1.8608 -2.9800 0.9642
H 3.686 -5.010 -3.137 0.7615 0.8956 -0.0140
H 4.308 -3.831 -4.347 -0.1465 -0.1809 0.5723
H 2.804 -6.546 -3.656 -0.9507 -0.9809 -0.4369
H 1.652 -6.556 -5.076 0.0477 -0.5881 0.7146
C 3.385 -0.555 -5.888 0.3526 0.2765 2.0723
C 4.500 -1.295 -5.082 0.3642 1.3231 -2.5141
O 5.780 -0.621 -5.422 -0.9967 -0.6358 1.4927
O 3.457 -0.807 -7.246 -0.1440 -0.4894 -0.9851
H 3.513 0.518 -5.744 0.2237 0.0723 0.1441
H 2.393 -0.783 -5.497 -0.0871 -0.2335 0.1450
H 4.567 -2.295 -5.510 -0.1634 -0.2441 0.2433
H 4.272 -1.310 -4.016 0.6252 0.2983 -0.0560
H 5.866 -0.609 -6.378 -0.3069 -0.1644 -0.1607
H 2.730 -1.414 -7.404 0.1903 -0.2327 -0.5389
C -4.872 3.310 2.765 -1.5000 1.8825 -1.4340
C -4.500 1.977 3.225 -0.7220 -2.0338 0.0881
O -5.447 1.379 4.151 0.8804 0.5762 0.2551
O -5.028 4.294 3.722 0.4195 1.0968 1.9810
H -5.878 3.366 2.349 -0.1430 -1.0094 -0.4686
H -4.265 3.754 1.976 0.6044 -0.7431 -0.2731
H -3.519 1.939 3.699 -0.1402 0.1233 0.2220
H -4.450 1.341 2.341 0.2594 -0.1381 -0.1835
H -6.212 0.995 3.716 0.1751 0.1452 -0.4759
H -4.161 4.541 4.051 0.0612 0.1532 0.1853
C 1.644 1.943 -3.800 -0.2264 0.2146 1.8888
C 2.026 2.939 -2.621 -0.0898 1.0450 -1.7837
O 2.518 2.361 -1.455 -0.2778 -0.5932 0.2655
O 0.419 1.281 -3.431 0.5866 0.5030 -1.6359
H 2.454 1.231 -3.962 0.1451 -0.1462 0.2690
H 1.483 2.409 -4.773 -0.1661 0.4407 0.2767
H 1.132 3.506 -2.362 -0.3606 -0.0346 -0.2417
H 2.772 3.709 -2.821 0.0831 -0.1409 -0.9286
H 1.757 1.887 -1.114 -0.1943 -0.5222 0.7238
H 0.449 0.968 -2.524 0.1195 -0.0191 0.1932
C 4.985 1.353 2.074 0.4459 1.0200 -0.7033
C 4.461 2.173 0.842 1.3758 -2.1126 -0.4171
O 4.482 1.206 -0.232 0.3212 -0.7053 0.8452
O 4.081 0.334 2.397 -0.5184 0.0995 0.5766
H 5.278 1.966 2.927 -0.7468 0.1473 0.2526
H 5.920 0.853 1.826 0.2944 0.2506 -0.6453
H 5.230 2.874 0.518 -0.4355 0.8511 0.5982
H 3.424 2.503 0.907 0.3126 0.6149 0.5828
H 3.717 1.359 -0.791 -0.0134 0.3172 -0.3541
H 3.907 -0.012 1.519 -0.5131 -0.5794 -0.4198
C -1.548 -1.837 3.774 0.2061 1.8929 -0.2757
C -2.913 -1.183 3.297 -0.3903 0.8430 -0.1280
O -3.342 -1.462 1.927 0.3623 0.8274 1.4692
O -1.241 -1.570 5.156 -1.8037 -0.2916 1.0332
H -0.818 -1.153 3.342 0.2420 -0.9197 -1.3550
H -1.453 -2.890 3.507 -0.0085 0.1835 -0.0662
H -2.839 -0.097 3.335 0.9814 0.1255 -0.4135
H -3.780 -1.169 3.958 -0.0925 -1.5424 0.4618
H -3.155 -2.383 1.731 0.5030 -0.7707 -0.0322
H -0.314 -1.655 5.390 -0.0125 -0.1105 -0.7636
C -1.818 -3.121 -3.275 1.1350 1.0492 -1.0013
C -0.750 -4.001 -3.918 -0.6222 0.0694 1.1909
O -1.117 -5.401 -3.749 0.7819 0.7466 -0.1675
O -2.885 -2.940 -4.180 -0.7653 -0.2026 0.1123
H -1.367 -2.134 -3.171 -0.0923 0.1799 0.0387
H -2.107 -3.396 -2.261 -0.1184 -0.4807 -0.0784
H 0.165 -3.698 -3.409 0.3271 -1.0522 0.1654
H -0.607 -3.742 -4.967 -0.2411 -0.0761 -0.0922
H -2.067 -5.395 -3.888 -0.0629 -0.3265 -0.0407
H -3.374 -3.765 -4.222 -0.3346 0.0794 -0.0823
```
Positions in Å, forces in eV/Å.

## Properties
E_HOMO: -7.36 eV
Energy relative to the best compared isomer or geometry (same formula, charge and spin): 82.3 kcal/mol
Total charge: -1
E_LUMO: 1.70 eV
Kohn-Sham gap: 9.1 eV

=====

# 3
Density functional theory data (ωB97M-V/def2-TZVPD) for C12H6BBrCl5F2NPd as an isolated structure.

Geometry as XYZ:
```
29
Properties=species:S:1:pos:R:3:forces:R:3
Pd -0.807 -0.774 -1.559 0.9583 1.7472 0.1564
C -0.307 -1.525 4.229 -0.1303 -0.1151 0.3765
C 0.292 -1.548 2.873 0.1199 0.0833 -0.6546
C 1.602 -1.979 2.641 -0.5241 0.0992 0.0578
C 2.090 -2.098 1.349 0.1104 0.0033 -0.7810
C 1.241 -1.748 0.316 0.0493 -0.0626 0.7486
Br 1.714 -1.897 -1.547 -0.6705 0.2690 0.1401
N 0.012 -1.285 0.516 0.0834 -0.4680 -0.8111
C -0.464 -1.194 1.747 0.2369 -0.1641 0.9374
H 0.460 -1.467 4.997 -0.0085 0.0140 0.0428
H -0.861 -2.454 4.380 0.0020 0.0032 0.0939
H -1.008 -0.705 4.372 0.0175 0.0633 -0.0691
H 2.235 -2.251 3.474 0.0425 -0.0136 0.0462
H 3.087 -2.462 1.152 0.0730 -0.0038 0.0286
H -1.485 -0.846 1.852 0.0463 0.0141 0.0121
Cl 1.829 0.917 -3.768 0.1233 -0.0672 -0.2844
C 0.781 1.884 -2.846 0.0620 -0.7745 -0.4578
C -0.148 1.267 -2.004 -0.4435 1.2782 0.1140
C -1.026 2.065 -1.290 -0.1033 0.1417 -0.4431
Cl -2.177 1.182 -0.354 -0.5803 -0.4497 0.0148
C -1.020 3.471 -1.351 0.4934 -0.7706 -0.3398
Cl -2.100 4.388 -0.431 -0.1209 -0.1751 0.1703
C -0.084 4.089 -2.214 0.0974 -0.2092 0.0159
Cl -0.057 5.785 -2.351 -0.0237 -0.4254 0.0292
C 0.825 3.302 -2.953 -0.4500 -0.4858 0.6468
Cl 1.960 4.038 -3.972 0.0243 -0.1489 0.0032
F -2.531 -2.640 -3.495 0.9395 1.6799 0.2709
B -1.965 -2.312 -2.372 -1.1836 -2.6598 0.0335
F -2.088 -3.201 -1.391 0.7591 1.5970 -0.0983
```
Positions in Å, forces in eV/Å.

## Properties
E_HOMO (alpha / beta): -15.76 / -15.73 eV
Energy relative to the best compared isomer or geometry (same formula, charge and spin): 39.5 kcal/mol
Total charge: +2
E_LUMO (alpha / beta): -11.07 / -11.18 eV
Kohn-Sham gap (alpha / beta): 4.7 / 4.6 eV

=====

Q: What is the total charge in the third record?
A: +2

=====

Q: Which value of total charge does entry 2 give?
A: -1